A molecular structure, C27H54BeCaClF2IKN4O15P2S2V, computed with the ωB97M-V functional and the def2-TZVPD basis.

Properties
net charge: +2
LUMO level: -8.1 eV
gap between HOMO and LUMO: 1.622 eV
E_tot: -192671.4060 eV
HOMO level: -9.758 eV

Element x y z (Å)
C 5.9551 1.7409 -0.6554
C 4.9167 0.7762 -1.2469
O 3.9721 1.4529 -2.1460
P 2.8186 2.0885 -1.3314
O 3.2899 2.7169 -0.0060
C 1.5377 0.9177 -0.9833
C 0.3977 0.9849 -2.0306
C -0.7983 1.7253 -1.4346
P -2.5536 0.9664 -1.8509
C -4.2090 0.0768 -2.2820
I -1.9075 -1.1980 -0.4304
C -3.3111 1.7470 -0.2522
C -3.1793 3.2744 -0.1309
C -4.5503 3.9581 -0.3313
C -2.7717 3.5623 1.3312
C -3.0636 2.4107 -2.9910
C -3.3116 1.8791 -4.4125
C -4.7434 2.3067 -5.0189
O -3.2691 2.7718 -5.3799
O 2.1718 3.2785 -2.1490
C 3.1068 4.2495 -2.6921
C 2.9380 5.5837 -1.9427
H 5.6369 1.9139 0.3828
H 6.9496 1.3102 -0.6790
H 5.8893 2.6994 -1.1595
H 4.4122 0.1723 -0.4980
H 5.4652 0.0777 -1.8623
H 1.1804 1.1793 0.0101
H 1.9651 -0.0847 -0.8867
H 0.1772 -0.0239 -2.3651
H 0.7375 1.5355 -2.9041
H -0.7079 1.6151 -0.3518
H -0.7447 2.7947 -1.6378
H -1.9151 0.2768 -2.9738
H -4.1429 -0.4756 -3.2164
H -4.4315 -0.6619 -1.5209
H -5.0340 0.7840 -2.3040
H -2.8253 1.2949 0.6050
H -4.3453 1.4308 -0.1998
H -2.4051 3.7283 -0.7402
H -4.5287 4.6732 -1.1505
H -5.3414 3.2410 -0.5220
H -4.8133 4.4932 0.5742
H -2.7530 4.6326 1.5202
H -3.4046 3.0146 2.0186
H -1.7408 3.2102 1.4707
H -2.2860 3.1452 -3.1815
H -4.0346 2.8211 -2.7620
H -2.9740 0.8801 -4.6535
H -5.0841 2.6123 -6.0094
H -4.8728 1.2120 -5.2915
H 2.9023 4.3684 -3.7470
H 4.1404 3.9351 -2.5996
H 3.7588 5.6779 -1.2271
H 2.9718 6.4056 -2.6443
H 1.9736 5.5700 -1.4248
C 3.2169 -2.9797 -0.1125
O 3.6509 -1.8674 -0.4567
N 3.3540 -3.4228 1.1636
N 2.5866 -3.8029 -0.9712
H 3.0092 -4.3101 1.4879
H 3.8192 -2.8193 1.8132
H 2.4734 -3.4972 -1.9241
H 2.2248 -4.7006 -0.7073
O -4.8519 7.1940 0.1958
V -6.2646 7.3543 -0.6556
O -7.6967 7.5740 -1.6018
N -0.3965 -4.2972 3.1313
S 0.3090 -5.6652 3.5087
O 1.4313 -6.0332 2.6994
O -0.5393 -6.7101 3.9580
F 1.0133 -5.1943 4.8681
S -1.1637 -4.3372 1.7652
O -1.4952 -3.0154 1.3071
O -2.1511 -5.3395 1.6107
F -0.0408 -4.7685 0.7187
Be 7.1024 2.4327 1.3634
Cl -9.1523 6.7215 0.1583
C 3.4142 -6.0481 7.0667
C 3.7323 -5.8832 8.5405
O 4.5537 -5.0789 8.9307
N 3.0636 -6.6762 9.4284
C 2.0550 -7.6944 9.1585
H 4.0204 -5.3581 6.4874
H 3.6398 -7.0526 6.7490
H 2.3646 -5.8311 6.8731
H 3.3234 -6.5033 10.3886
H 1.1262 -7.4398 9.6656
H 2.4105 -8.6492 9.5559
H 1.8504 -7.7974 8.0953
C -7.0367 7.4481 4.1607
C -7.4500 5.9943 3.6831
O -6.8035 5.7483 2.5690
H -7.3057 8.1941 3.4176
H -7.5717 7.6685 5.0855
H -5.9685 7.5004 4.3531
H -8.5585 6.0239 3.6246
H -7.2458 5.3274 4.5418
K 4.7030 -8.5378 7.1534
Ca 2.3263 4.3102 0.8226
C 2.5715 -4.9418 -7.1660
C 2.0785 -4.8399 -5.9348
C 2.9434 -4.4670 -4.7915
O 2.4931 -4.3753 -3.6652
C 4.3776 -4.2104 -5.0638
C 4.8740 -4.3116 -6.2931
C 4.0091 -4.6848 -7.4445
O 4.4593 -4.7739 -8.5623
H 1.9591 -5.2131 -8.0162
H 1.0355 -5.0223 -5.7098
H 4.9879 -3.9404 -4.2109
H 5.9177 -4.1301 -6.5157

---

A molecular structure, C27H54Cl2N3NdO4Si2, computed with the ωB97M-V functional and the def2-TZVPD basis.

Properties
net charge: 0
spin multiplicity: 4
LUMO level (spin up / spin down): 0.3 / 0.3 eV
gap between HOMO and LUMO (spin up / spin down): 6.842 / 6.865 eV
E_tot: -97619.7874 eV
energy above the lowest of the compared OMol25 structures with the same formula, charge and spin: 0.0 kJ/mol
HOMO level (spin up / spin down): -6.573 / -6.596 eV

Element x y z (Å)
C -4.3428 2.8590 -1.2354
C -5.0366 2.0696 -2.2989
H -4.2684 3.9133 -1.5158
H -3.3303 2.4681 -1.0678
H -4.8813 2.8084 -0.2767
C -5.8347 2.5947 -3.2394
C -6.2393 4.0289 -3.3000
H -6.2336 1.9577 -4.0290
H -5.4009 4.7113 -3.1003
H -7.0387 4.2703 -2.5836
H -6.6259 4.2519 -4.3018
Nd 2.5956 0.2731 1.5125
Cl 0.0188 0.8917 1.5871
C 0.7383 -2.4963 0.8672
O 1.7905 -1.8440 0.6076
N 0.2706 -3.4688 0.0982
C 0.8967 -3.7922 -1.1852
C -0.9247 -4.2239 0.4722
H 0.1304 -2.2741 1.7571
H 1.8980 -3.3524 -1.2126
H 0.2895 -3.4036 -2.0161
H 0.9508 -4.8809 -1.2831
H -1.1906 -3.9878 1.5083
H -0.7279 -5.3001 0.3841
H -1.7743 -3.9825 -0.1795
H 7.0729 -3.2334 1.5147
H 7.7406 -2.6053 3.9782
C 7.1751 -2.1589 1.3228
C 7.6903 -1.5515 3.6783
N 6.8184 -1.3956 2.5137
H 6.5389 -1.8682 0.4876
C 5.7084 -0.6723 2.5671
O 4.8337 -0.6638 1.6539
H 7.2939 -0.9580 4.5055
H 5.5956 -0.0587 3.4774
H 8.2256 -1.9666 1.0841
H 8.7059 -1.2142 3.4347
H 2.4135 5.1961 -0.3206
H 0.8852 2.8845 -1.3679
C 3.2216 4.7845 -0.9439
C 1.7132 3.1254 -2.0554
N 2.9468 3.4024 -1.3274
H 4.1573 4.8044 -0.3766
C 3.6083 2.4104 -0.7465
O 3.1553 1.2355 -0.6326
H 1.8683 2.2814 -2.7405
H 4.5775 2.6929 -0.3103
H 3.3115 5.3964 -1.8477
H 1.4791 4.0307 -2.6200
O -3.3955 0.4728 -2.8812
C -4.6933 0.5885 -2.3099
C -5.6270 -0.5070 -4.4161
C -5.7010 -0.2947 -3.0380
H -4.8048 -0.0580 -4.9860
C -6.6121 -1.2792 -5.0480
H -4.6620 0.2740 -1.2560
C -6.7280 -0.8785 -2.2836
H -6.5390 -1.4575 -6.1196
C -7.6724 -1.8084 -4.3071
C -7.7282 -1.6132 -2.9233
H -6.7296 -0.7110 -1.2041
H -8.4579 -2.3757 -4.8074
H -8.5413 -2.0338 -2.3358
Si -2.0956 -0.5514 -2.8142
Cl 3.4254 2.6908 2.4010
C -1.4098 -0.5764 -4.5513
C -2.6729 -2.2584 -2.3029
C -0.8673 0.1789 -1.6171
H -2.2018 -0.7869 -5.2836
H -0.6342 -1.3490 -4.6521
H -0.9643 0.3956 -4.8066
H -0.6492 1.2278 -1.8734
H 0.0878 -0.3677 -1.6038
H -1.2508 0.1754 -0.5886
H -3.5348 -2.5718 -2.9095
H -2.9810 -2.2768 -1.2488
H -1.8785 -3.0052 -2.4443
C 1.3932 1.4652 5.7434
Si 2.6852 0.1298 5.4766
C 4.3815 0.9505 5.5751
C 2.6176 -1.0161 6.9687
C 2.3423 -0.7764 3.8829
H 1.6592 2.0954 6.6041
H 0.4123 1.0113 5.9391
H 1.3151 2.0975 4.8480
H 4.4738 1.4937 6.5301
H 5.1918 0.2084 5.5422
H 4.5365 1.6754 4.7623
H 1.6257 -1.4758 7.0692
H 3.3575 -1.8201 6.8733
H 2.8333 -0.4572 7.8905
H 1.2834 -1.1104 3.8069
H 2.9447 -1.7042 3.8014

---

12 unconnected molecules or ions with the total composition C27H54N18O15, computed with the ωB97M-V functional and the def2-TZVPD basis.

Properties
net charge: 0
LUMO level: 0.4 eV
gap between HOMO and LUMO: 8.415 eV
E_tot: -86421.0439 eV
SMILES string: Oc1ccc(O)cc1.Oc1ccc(O)cc1.Oc1ccc(O)cc1.NC(N)=O.NC(N)=O.NC(N)=O.NC(N)=O.NC(N)=O.NC(N)=O.NC(N)=O.NC(N)=O.NC(N)=O
HOMO level: -8.014 eV

Element x y z (Å)
O 22.4078 21.9373 -25.8037
C 22.6459 21.2846 -26.9774
C 23.1950 21.9781 -28.0534
C 23.4073 21.3633 -29.2780
C 23.0983 20.0157 -29.4081
O 23.2788 19.4711 -30.6576
C 22.6345 19.2893 -28.3276
C 22.3986 19.9303 -27.1132
H 22.7790 22.8298 -25.8671
H 23.3300 23.0463 -27.9523
H 23.8134 21.9095 -30.1172
H 23.0819 18.5302 -30.6504
H 22.3375 18.2501 -28.4010
H 22.0508 19.3581 -26.2622
O 24.3453 24.4381 -17.5120
C 25.0764 23.6615 -16.6381
C 25.5884 24.2041 -15.4804
C 26.4004 23.4580 -14.6289
C 26.5864 22.1031 -14.8679
O 27.3806 21.2963 -14.1099
C 25.9624 21.5399 -15.9703
C 25.2740 22.3086 -16.9042
H 23.5619 23.9166 -17.7863
H 25.4422 25.2337 -15.1795
H 26.8597 23.9715 -13.7927
H 27.8717 21.7935 -13.4506
H 26.1541 20.4951 -16.1902
H 24.9328 21.7888 -17.7905
O 26.7431 21.5128 -20.6809
C 27.6385 20.4890 -20.7291
C 28.4644 20.2919 -19.6335
C 29.4389 19.3097 -19.6607
C 29.5593 18.4955 -20.7730
O 30.5118 17.5048 -20.8751
C 28.7354 18.7002 -21.8756
C 27.7710 19.6902 -21.8664
H 26.2106 21.6258 -21.4760
H 28.2814 20.9437 -18.7863
H 30.0405 19.0447 -18.7979
H 31.3487 17.8118 -20.5159
H 28.9080 18.0637 -22.7345
H 27.0950 19.8044 -22.7054
N 23.3638 23.6727 -23.2158
C 23.5815 24.3582 -22.0717
N 23.8409 23.5911 -20.9742
O 23.6215 25.5992 -22.0374
H 23.5860 22.6898 -23.1592
H 23.2851 24.1854 -24.0839
H 24.3572 23.9422 -20.1837
H 23.9149 22.5945 -21.1377
N 24.1571 19.7957 -19.8968
C 22.8139 19.6441 -20.0753
N 22.2222 18.6996 -19.2743
O 22.1358 20.4044 -20.7584
H 24.6003 20.3891 -20.5797
H 24.7298 19.3504 -19.2059
H 21.2198 18.6899 -19.2519
H 22.7448 18.0296 -18.7435
N 25.0374 20.1064 -24.7796
C 24.3784 20.2096 -23.6058
N 23.3010 19.4021 -23.4101
O 24.6672 21.0521 -22.7447
H 25.5841 20.9237 -25.0478
H 24.6633 19.6480 -25.5953
H 23.0236 18.6189 -23.9674
H 22.7569 19.6848 -22.6042
N 20.8939 26.8758 -22.3922
C 19.6750 26.3880 -22.0176
N 18.6548 27.3077 -22.0361
O 19.4671 25.2121 -21.7336
H 20.8611 27.5988 -23.0911
H 21.6582 26.2141 -22.4270
H 18.9173 28.2762 -21.9571
H 17.8199 27.0310 -21.5507
N 27.7942 23.7523 -19.1827
C 27.9262 25.1063 -19.2364
N 26.7397 25.7882 -19.1291
O 28.9776 25.6610 -19.5155
H 28.6437 23.2208 -19.2200
H 26.9213 23.2609 -19.2236
H 25.9773 25.4295 -18.5663
H 26.8373 26.7866 -19.0387
N 24.9056 26.4635 -26.9579
C 24.7064 25.1477 -26.6957
N 25.3970 24.2952 -27.5097
O 23.9790 24.7527 -25.7823
H 25.6714 26.7301 -27.5479
H 24.3605 27.1653 -26.4936
H 25.6219 23.3751 -27.1627
H 25.5040 24.5264 -28.4798
N 26.2281 27.4577 -21.9740
C 25.7557 28.3037 -22.9410
N 24.4223 28.1351 -23.2375
O 26.4277 29.1725 -23.4708
H 25.6141 26.8655 -21.4401
H 27.2073 27.2415 -22.0065
H 23.9773 27.2992 -22.8904
H 24.1127 28.6926 -24.0094
N 19.5597 23.8458 -18.2253
C 20.8233 23.7241 -18.7279
N 20.9182 23.5489 -20.0676
O 21.8250 23.7017 -18.0065
H 18.8308 23.9287 -18.9117
H 19.4050 24.0671 -17.2621
H 21.8769 23.6112 -20.3907
H 20.2305 23.9825 -20.6765
N 26.4249 24.2607 -23.8992
C 27.0130 23.1995 -24.5008
N 28.2322 22.8407 -23.9982
O 26.5068 22.5592 -25.4274
H 25.4460 24.4169 -24.0803
H 26.8720 24.7497 -23.1455
H 28.6925 23.4010 -23.3066
H 28.6341 22.0229 -24.4170

---

A molecular structure, C27H54N2P2S2V, computed with the ωB97M-V functional and the def2-TZVPD basis.

Properties
net charge: +1
spin multiplicity: 3
LUMO level (spin up / spin down): -3.7 / -2.2 eV
gap between HOMO and LUMO (spin up / spin down): 6.841 / 7.990 eV
E_tot: -97787.3585 eV
HOMO level (spin up / spin down): -10.503 / -10.194 eV

Element x y z (Å)
V -0.7629 -0.0031 0.3976
C 2.1632 -0.2177 4.0369
C 1.5283 -0.1540 2.6671
S -0.1986 -0.0876 2.6025
C 2.2570 -0.1482 1.5205
C 3.7623 -0.1740 1.4822
S 1.4341 -0.1375 -0.0038
H 1.4042 -0.3458 4.8057
H 2.7135 0.6995 4.2605
H 2.8647 -1.0502 4.1087
H 4.1864 -0.0289 2.4734
H 4.1449 0.6121 0.8301
H 4.1290 -1.1252 1.0902
N -1.5330 -1.3526 -3.1401
N -0.6580 -0.5956 -2.2896
H -1.0462 -1.6394 -3.9844
H -2.3006 -0.7507 -3.4158
H -0.1794 0.1303 -2.8141
H 0.0641 -1.2314 -1.9604
C -0.1120 -3.9823 -1.0015
C -1.5684 -3.5645 -0.7605
C -2.4725 -4.7986 -0.6730
P -1.7014 -2.3567 0.6123
C -3.5005 -2.0033 0.7781
C -3.6331 -0.7426 1.6439
C -4.1464 -1.7817 -0.5932
C -1.2565 -3.1865 2.1963
C 0.2566 -3.4352 2.2971
C -2.0331 -4.4542 2.5578
H -0.0212 -4.4497 -1.9844
H 0.2190 -4.7121 -0.2633
H 0.5874 -3.1430 -0.9581
H -1.8811 -2.9680 -1.6181
H -2.0349 -5.5705 -0.0434
H -2.5910 -5.2243 -1.6723
H -3.4702 -4.5834 -0.2895
H -3.9921 -2.8361 1.2810
H -3.1775 0.1356 1.1534
H -3.1742 -0.8529 2.6278
H -4.6826 -0.4805 1.7914
H -3.5017 -1.1914 -1.2492
H -5.0870 -1.2382 -0.4839
H -4.3551 -2.7202 -1.1047
H -1.5120 -2.4156 2.9262
H 0.5062 -4.4224 1.9068
H 0.5719 -3.4052 3.3415
H 0.8497 -2.6985 1.7531
H -1.6741 -5.3175 2.0015
H -3.1082 -4.3713 2.4008
H -1.8768 -4.6668 3.6176
C -0.9960 4.7587 -1.5178
C -0.2229 3.5205 -1.0544
C 0.0346 2.6461 -2.2804
C 1.1391 3.9065 -0.4665
P -1.1950 2.5111 0.2160
C -2.8975 2.5667 -0.4882
C -3.9050 3.4797 -0.1646
C -5.1426 3.4309 -0.7877
C -5.4014 2.4803 -1.7673
C -4.4145 1.5711 -2.1073
C -3.1830 1.6107 -1.4633
C -1.1850 3.4286 1.8482
C 0.2080 3.2075 2.5078
C -2.2796 2.7938 2.7235
C -1.4281 4.9439 1.7912
H -0.3710 5.3018 -2.2325
H -1.2421 5.4434 -0.7110
H -1.9223 4.4866 -2.0250
H 0.6648 3.2050 -2.9771
H -0.8915 2.3886 -2.8010
H 0.5711 1.7390 -2.0036
H 1.7233 4.3993 -1.2480
H 1.6996 3.0295 -0.1363
H 1.0568 4.5967 0.3697
H -3.7390 4.2449 0.5755
H -5.9080 4.1433 -0.5086
H -6.3671 2.4477 -2.2550
H -4.6071 0.8228 -2.8669
H -2.4268 0.8853 -1.7388
H 0.8305 2.4679 2.0067
H 0.0813 2.8678 3.5367
H 0.7662 4.1435 2.5300
H -2.1353 1.7212 2.8506
H -3.2802 2.9607 2.3274
H -2.2321 3.2476 3.7164
H -0.6324 5.4704 1.2698
H -1.4304 5.3061 2.8230
H -2.3759 5.2353 1.3474

---

3 unconnected molecules or ions with the total composition C27H54N5O3S2, computed with the ωB97M-V functional and the def2-TZVPD basis.

Properties
net charge: -1
spin multiplicity: 3
LUMO level (spin up / spin down): 2.4 / 1.9 eV
gap between HOMO and LUMO (spin up / spin down): 4.159 / 3.728 eV
E_tot: -64132.1204 eV
HOMO level (spin up / spin down): -1.789 / -1.788 eV

Element x y z (Å)
N -1.6943 2.0673 -0.1321
C -1.9248 1.4514 -1.4777
N -1.9307 0.0034 -1.5122
C -2.6167 -0.5613 -0.3635
C -1.6148 -1.3022 0.6327
C -0.3198 -0.4961 0.9029
S -0.4409 0.5942 2.4003
C 0.8800 1.8194 2.2172
S 1.0377 3.0103 3.3659
N 1.7001 1.6498 1.0508
C 1.9253 2.8958 0.3212
C 2.3646 2.4672 -1.1309
O 2.9916 1.1789 -1.1535
C 3.8050 0.9946 0.0032
C 2.9487 0.9442 1.3331
H -0.8646 2.6565 -0.1212
H -2.4679 2.6993 0.0710
H -1.0605 1.7710 -2.1279
H -2.8433 1.9021 -1.9651
H -3.2708 -1.3931 -0.7582
H -3.3052 0.1374 0.1767
H -1.2988 -2.2196 0.0785
H -2.1275 -1.6729 1.5527
H 0.0300 0.0854 0.0221
H 0.5146 -1.2094 1.1230
H 1.0581 3.5778 0.3328
H 2.8049 3.4325 0.7694
H 3.0015 3.2427 -1.6232
H 1.4314 2.3604 -1.7306
H 4.5243 1.8423 0.0370
H 4.2839 0.0029 -0.0966
H 2.6730 -0.1269 1.4805
H 3.5002 1.3147 2.2264
C -4.2651 -0.2147 7.3418
C -3.8893 -0.4130 5.8477
C -4.5240 0.6980 4.9911
C -6.0262 0.5224 4.7979
C -6.3447 -0.8688 4.2629
C -5.7424 -1.9878 5.1287
N -4.2968 -1.7749 5.4097
O -3.6285 -2.0673 4.3116
C -6.5349 -2.0828 6.4494
C -5.9945 -3.3390 4.4407
C -2.3637 -0.2165 5.8014
H -3.4465 0.2289 7.9106
H -5.1285 0.4400 7.4749
H -4.4753 -1.1641 7.8370
H -4.0501 0.7126 4.0040
H -4.3255 1.6728 5.4417
H -6.5634 0.7123 5.7317
H -6.3881 1.2732 4.0868
H -7.4293 -0.9931 4.1989
H -5.9674 -0.9496 3.2386
H -6.0806 -2.8115 7.1250
H -7.5580 -2.4133 6.2584
H -6.6205 -1.1342 6.9770
H -5.5956 -3.3700 3.4267
H -7.0664 -3.5321 4.3619
H -5.5521 -4.1594 5.0093
H -1.8513 -0.9885 6.3828
H -2.0888 0.7522 6.2200
H -1.9726 -0.2391 4.7847
C 5.0982 -1.3835 -7.4226
C 5.4799 -0.1150 -6.6127
C 6.3071 -0.5090 -5.3747
C 5.4701 -1.1514 -4.2734
C 4.2798 -0.2704 -3.9123
C 3.4278 0.1041 -5.1345
N 4.2494 0.6396 -6.2585
O 4.6056 1.8707 -5.9496
C 2.6362 -1.1372 -5.5962
C 2.3397 1.0972 -4.6952
C 6.4017 0.6817 -7.5546
H 5.7319 -1.5097 -8.3025
H 5.1911 -2.2992 -6.8370
H 4.0803 -1.3261 -7.8095
H 6.7925 0.3820 -4.9621
H 7.1105 -1.1899 -5.6667
H 5.1387 -2.1502 -4.5701
H 6.0943 -1.2957 -3.3841
H 3.6617 -0.7834 -3.1728
H 4.6459 0.6377 -3.4240
H 2.0839 -0.9277 -6.5153
H 1.9054 -1.4265 -4.8394
H 3.2582 -2.0158 -5.7634
H 2.7553 1.9855 -4.2191
H 1.6737 0.6342 -3.9652
H 1.7303 1.4145 -5.5437
H 5.8618 1.0013 -8.4501
H 7.2424 0.0634 -7.8720
H 6.8228 1.5664 -7.0762

---

| no. | strongest force on any atom (hartree/bohr) |
| --- | --- |
| 1 | 0.0742 |
| 2 | 0.0366 |
| 3 | 0.0357 |
| 4 | 0.0145 |
| 5 | 0.0641 |